This record from OMol25 describes C58H50N5P2V as an isolated structure in a non-equilibrium geometry. The level of theory is ωB97M-V/def2-TZVPD.

Geometry as XYZ:
```
116
Properties=species:S:1:pos:R:3:forces:R:3
V 0.647 1.240 -0.178 -0.06 -2.27 -0.21
C -1.354 3.131 -3.455 -0.35 0.34 -0.12
C -0.510 2.317 -2.705 0.17 -0.07 0.34
N -0.562 2.249 -1.378 -1.32 1.27 -1.48
C -1.412 3.079 -0.721 -0.46 0.34 -0.14
C -2.296 3.953 -1.404 0.14 -0.16 0.07
C -2.270 3.930 -2.816 0.28 -0.20 0.06
C -3.106 4.828 -0.655 -0.25 0.15 0.20
C -2.996 4.837 0.717 -0.03 0.07 -0.36
C -2.100 4.012 1.398 0.06 -0.23 0.12
C -1.295 3.091 0.713 0.09 0.03 0.47
N -0.357 2.225 1.181 -1.01 1.00 0.35
C 0.171 2.150 2.460 0.57 0.05 0.86
C -0.330 2.647 3.675 -0.20 -0.01 -0.21
C 0.424 2.578 4.839 0.08 0.04 0.20
C 1.698 2.037 4.849 -0.13 -0.12 -0.11
C 2.210 1.442 3.684 -0.03 0.03 -0.02
C 3.472 0.793 3.622 0.10 0.03 0.19
C 3.852 0.170 2.435 -0.17 -0.01 -0.26
C 3.018 0.208 1.341 0.45 -0.27 0.12
N 1.815 0.842 1.348 0.37 -0.49 1.31
C 1.418 1.457 2.505 -0.21 0.33 0.34
H -1.276 3.137 -4.533 0.03 -0.07 0.00
H 0.250 1.709 -3.178 0.05 0.01 0.05
H -2.943 4.571 -3.372 0.01 0.03 -0.01
H -3.784 5.499 -1.169 -0.02 -0.02 -0.01
H -3.613 5.515 1.295 0.02 0.03 0.00
H -2.048 4.105 2.469 0.04 -0.02 -0.02
H -1.327 3.050 3.748 0.00 0.00 -0.03
H -0.001 2.964 5.760 0.00 0.03 -0.02
H 2.293 2.021 5.755 -0.01 0.00 0.02
H 4.114 0.782 4.494 -0.03 0.00 0.02
H 4.805 -0.339 2.360 0.00 -0.01 -0.05
H 3.315 -0.240 0.401 -0.02 0.06 -0.02
C -2.099 -2.262 -1.129 0.35 0.19 0.09
N -1.786 -3.046 0.041 0.17 0.22 0.01
C -2.096 -2.354 1.270 -0.12 0.24 -0.06
P -1.058 -0.799 1.619 -0.22 -0.71 0.83
C 0.222 -1.670 2.604 0.16 0.11 -0.08
C 0.886 -2.740 2.000 -0.05 0.08 0.05
C 1.893 -3.415 2.670 0.04 -0.07 -0.07
C 2.280 -3.007 3.937 0.01 -0.01 0.06
C 1.645 -1.929 4.534 0.00 -0.02 0.03
C 0.620 -1.265 3.876 0.02 -0.01 -0.05
C -2.229 -0.218 2.909 -0.10 0.04 -0.04
C -3.076 0.830 2.551 0.07 -0.09 -0.04
C -4.033 1.304 3.433 -0.09 0.05 0.05
C -4.159 0.733 4.691 -0.01 -0.02 -0.03
C -3.352 -0.340 5.041 -0.04 -0.01 0.09
C -2.402 -0.821 4.155 -0.05 0.04 -0.11
C -1.389 -4.374 -0.003 -0.06 -0.26 -0.06
C -1.293 -5.166 1.154 -0.07 0.07 0.14
C -0.909 -6.494 1.095 0.00 -0.02 -0.09
C -0.601 -7.101 -0.113 0.04 -0.04 0.00
C -0.676 -6.332 -1.263 0.00 -0.07 0.06
C -1.061 -5.004 -1.214 -0.05 0.10 -0.06
P -0.812 -0.905 -1.604 -0.42 -0.58 -0.33
C 0.442 -2.010 -2.340 0.10 -0.18 -0.10
C 1.682 -2.072 -1.706 -0.26 0.16 0.05
C 2.654 -2.960 -2.136 0.12 -0.21 -0.08
C 2.402 -3.798 -3.213 0.02 0.12 0.11
C 1.175 -3.737 -3.860 -0.06 -0.07 -0.14
C 0.200 -2.857 -3.426 0.15 0.13 0.09
C -1.791 -0.361 -3.059 0.07 0.25 -0.10
C -3.074 0.142 -2.824 0.09 -0.11 0.06
C -3.852 0.628 -3.861 -0.08 0.02 -0.05
C -3.356 0.645 -5.156 0.04 0.01 0.01
C -2.062 0.203 -5.395 -0.05 0.04 -0.09
C -1.283 -0.280 -4.357 -0.03 -0.10 0.09
H -3.033 -1.726 -0.934 0.00 -0.03 -0.05
H -2.261 -2.892 -2.001 -0.01 -0.01 0.01
H -1.993 -3.000 2.134 -0.05 0.02 -0.02
H -3.138 -2.007 1.239 0.00 -0.05 -0.02
H 0.612 -3.047 0.998 0.06 -0.02 0.00
H 2.375 -4.263 2.198 0.03 0.03 -0.03
H 3.085 -3.516 4.452 -0.01 -0.02 0.01
H 1.952 -1.589 5.515 0.02 0.02 0.00
H 0.137 -0.423 4.353 0.08 0.08 0.00
H -2.979 1.282 1.571 0.06 0.08 0.01
H -4.676 2.124 3.139 0.03 0.02 -0.01
H -4.893 1.110 5.393 -0.01 0.01 -0.01
H -3.465 -0.807 6.012 0.01 0.00 0.00
H -1.790 -1.669 4.433 0.00 0.01 0.04
H -1.515 -4.759 2.129 0.03 0.02 -0.01
H -0.847 -7.058 2.018 -0.02 0.01 0.01
H -0.305 -8.141 -0.153 0.03 0.01 0.00
H -0.419 -6.763 -2.223 -0.02 0.01 -0.01
H -1.080 -4.455 -2.139 0.00 0.04 0.00
H 1.866 -1.402 -0.873 0.09 0.00 -0.01
H 3.612 -3.001 -1.633 -0.01 0.03 0.03
H 3.160 -4.494 -3.551 0.01 0.00 0.00
H 0.973 -4.389 -4.702 0.01 0.01 0.00
H -0.757 -2.821 -3.934 -0.02 -0.05 -0.01
H -3.458 0.177 -1.811 -0.04 0.02 -0.01
H -4.847 1.005 -3.657 0.01 0.02 0.02
H -3.963 1.023 -5.969 0.00 0.00 0.00
H -1.654 0.243 -6.398 0.02 0.01 0.01
H -0.265 -0.590 -4.554 0.00 -0.02 -0.02
C 2.283 4.309 -0.122 0.06 -0.11 -0.10
C 3.085 3.777 -1.276 -0.13 -0.19 0.03
C 4.023 4.568 -1.915 0.09 0.00 -0.04
C 4.775 4.095 -2.984 0.05 0.01 -0.01
C 4.581 2.788 -3.412 0.03 0.09 0.00
C 3.656 1.961 -2.800 -0.19 -0.09 0.12
C 3.466 0.543 -3.259 0.02 0.16 0.03
C 2.868 2.436 -1.713 0.46 0.61 -0.50
N 1.948 1.651 -1.130 1.68 0.21 -1.45
H 2.659 5.284 0.190 -0.03 0.03 0.01
H 2.330 3.622 0.727 -0.05 0.04 0.02
H 1.228 4.411 -0.394 -0.01 0.01 0.08
H 4.175 5.585 -1.567 -0.02 0.00 0.02
H 5.507 4.731 -3.467 -0.01 0.00 -0.01
H 5.161 2.399 -4.244 0.00 0.00 0.00
H 3.943 0.379 -4.227 0.00 -0.02 -0.02
H 2.402 0.304 -3.330 0.02 -0.10 -0.02
H 3.901 -0.156 -2.538 -0.08 -0.06 0.00
```
Positions in Å, forces in eV/Å.

Computed properties:
- expectation value of S² = 3.82
- total energy (eV) = -112675.792
- charge = -1
- M (g/mol) = 930.0
- spin multiplicity = 4
- frontier orbital gap (spin up / spin down) (eV) = 3.94 / 6.15
- highest occupied orbital energy (spin up / spin down) (eV) = -1.619 / -3.828

=====

This record from OMol25 describes a 9-piece molecular cluster, C58H51N2O33 overall in a non-equilibrium geometry. The level of theory is ωB97M-V/def2-TZVPD.

Geometry as XYZ:
```
144
Properties=species:S:1:pos:R:3:forces:R:3
C 0.303 1.389 1.663 -0.34 0.90 -1.22
C 0.089 0.162 0.568 1.32 -0.49 1.12
C 1.308 -0.940 0.830 -0.07 0.70 -1.23
C -1.341 -0.624 0.718 -0.35 0.87 -0.15
C -2.365 -0.463 -0.551 -0.98 -0.09 0.02
C -3.080 1.046 -0.640 -0.68 -1.06 0.36
C -1.738 -0.954 -2.001 -0.88 -1.91 0.88
O -1.896 0.080 -3.078 5.07 1.92 0.92
C -0.700 0.936 -3.071 2.93 4.45 0.53
C -0.486 2.551 -2.892 1.46 -4.18 -0.39
N 1.026 2.837 -2.933 -0.69 -5.56 -0.58
C 1.841 1.552 -3.114 -6.55 1.25 0.58
N 0.756 0.500 -3.186 0.65 2.53 0.22
H 1.359 1.339 2.176 -2.31 -0.05 -0.80
H 0.298 2.403 1.032 -0.01 -2.02 1.47
H -0.593 1.476 2.410 1.94 -0.32 -1.21
H 0.298 0.625 -0.486 -0.76 -0.96 1.81
H 1.498 -1.475 -0.220 -0.42 0.67 2.42
H 1.015 -1.702 1.676 0.77 1.53 -1.74
H 2.307 -0.357 1.067 -2.05 -1.34 -0.26
H -1.896 -0.157 1.661 1.10 -1.20 -1.94
H -1.148 -1.761 0.917 -0.39 2.13 -0.39
H -3.276 -1.205 -0.338 2.01 1.55 -0.49
H -3.779 1.127 -1.605 1.83 -0.10 2.05
H -2.290 1.912 -0.573 -1.67 -1.67 -0.12
H -3.843 1.061 0.278 1.92 0.29 -1.89
H -2.386 -1.880 -2.388 1.44 2.24 0.69
H -0.635 -1.355 -1.920 -2.08 1.07 -0.13
H -1.351 3.335 -2.730 2.40 -1.63 -0.45
H 1.539 3.746 -2.833 -1.11 -0.74 -0.17
H 3.025 1.425 -3.152 -2.97 0.11 0.06
H 1.037 -0.500 -3.284 -0.38 1.23 0.07
C -3.269 -4.632 4.629 -0.23 -0.39 -0.52
C -2.940 -3.405 5.040 1.07 -0.14 1.93
C -3.304 -2.200 4.245 -0.04 1.15 -0.08
O -3.005 -1.085 4.658 0.00 -0.94 -0.28
C -4.015 -2.402 2.973 0.15 0.19 0.24
C -4.341 -3.628 2.561 -0.88 0.28 -1.69
C -4.001 -4.831 3.369 0.38 -0.65 0.72
O -4.330 -5.944 2.973 -0.09 1.06 -0.22
O -5.007 -3.825 1.365 0.91 -0.51 1.64
O -2.250 -3.210 6.222 -0.99 0.44 -2.01
H -3.013 -5.516 5.198 -0.06 0.09 0.00
H -4.257 -1.518 2.396 -0.03 -0.03 0.04
H -5.128 -4.797 1.291 -0.01 0.37 0.02
H -2.133 -2.238 6.298 -0.13 -0.39 0.04
C 7.013 1.747 -6.196 0.12 0.17 0.02
C 6.078 0.951 -5.674 -0.74 -0.50 -1.32
C 5.995 0.715 -4.206 0.35 0.05 0.58
O 5.113 -0.006 -3.753 -0.18 0.31 -0.30
C 6.996 1.365 -3.346 -0.44 -0.36 -0.02
C 7.933 2.158 -3.869 1.07 0.61 1.44
C 7.999 2.416 -5.333 0.50 0.52 -1.09
O 8.860 3.164 -5.783 -0.62 -0.58 0.70
O 8.879 2.770 -3.066 -1.02 -0.54 -1.85
O 5.150 0.317 -6.479 0.63 0.44 1.63
H 7.083 1.929 -7.261 0.06 -0.04 0.07
H 6.935 1.171 -2.282 -0.01 -0.01 -0.08
H 9.443 3.291 -3.679 -0.15 -0.15 0.25
H 4.582 -0.199 -5.866 0.33 0.17 -0.34
C 3.726 5.347 -4.863 -0.54 0.16 0.31
C 4.455 5.552 -5.962 1.63 -1.60 -0.07
C 4.150 6.672 -6.896 0.14 0.88 -1.15
O 4.850 6.846 -7.887 -0.44 -0.49 1.02
C 2.999 7.533 -6.585 0.29 -0.14 -0.17
C 2.268 7.326 -5.488 -1.32 1.37 -0.01
C 2.590 6.224 -4.541 0.34 -0.54 0.33
O 1.911 6.070 -3.531 -0.02 -0.12 -0.36
O 1.182 8.130 -5.192 1.30 -1.58 0.33
O 5.523 4.731 -6.273 -1.51 1.61 -0.08
H 3.938 4.539 -4.175 0.08 0.06 -0.02
H 2.777 8.332 -7.281 0.02 -0.04 0.04
H 0.820 7.780 -4.349 0.13 0.26 -0.38
H 5.889 5.085 -7.113 -0.06 -0.11 0.26
C -5.411 -8.543 7.669 0.03 0.41 -0.28
C -5.246 -9.850 7.883 -0.62 -0.33 1.88
C -4.697 -10.744 6.826 0.39 -0.96 -0.62
O -4.540 -11.937 7.058 -0.24 0.91 0.15
C -4.366 -10.147 5.523 -0.05 -0.37 0.39
C -4.533 -8.841 5.308 0.64 0.23 -2.07
C -5.056 -7.943 6.374 -0.37 0.63 0.60
O -5.182 -6.743 6.153 0.17 -0.61 -0.13
O -4.226 -8.274 4.085 -0.68 -0.58 2.51
O -5.580 -10.422 9.097 0.69 0.11 -1.95
H -5.807 -7.882 8.429 0.03 -0.04 -0.04
H -3.984 -10.811 4.758 -0.02 0.04 0.05
H -4.433 -7.319 4.181 0.14 -0.23 -0.49
H -5.368 -11.376 9.003 -0.08 0.36 0.04
C -6.790 -0.560 6.484 0.38 -0.39 -0.06
C -8.051 -0.140 6.370 -0.03 2.01 0.61
C -9.130 -1.049 5.893 -1.01 -0.42 -0.31
O -10.283 -0.639 5.818 0.93 -0.02 0.12
C -8.758 -2.423 5.521 -0.27 0.31 0.04
C -7.496 -2.842 5.631 -0.03 -1.86 -0.63
C -6.423 -1.941 6.135 0.74 0.53 0.35
O -5.276 -2.361 6.242 -0.82 0.00 -0.17
O -7.140 -4.132 5.281 0.30 1.95 0.57
O -8.402 1.158 6.694 -0.20 -2.05 -0.66
H -5.996 0.089 6.831 -0.05 -0.05 -0.01
H -9.549 -3.068 5.159 0.04 0.03 0.03
H -6.175 -4.191 5.452 -0.36 -0.17 0.09
H -9.369 1.215 6.529 0.26 0.10 0.04
C 11.283 1.312 -8.216 -0.51 -0.04 -0.05
C 12.526 0.827 -8.268 1.22 1.48 0.66
C 12.796 -0.557 -8.746 0.67 -0.96 -0.29
O 13.950 -0.968 -8.801 -0.83 0.60 0.17
C 11.647 -1.389 -9.135 0.31 0.05 0.05
C 10.405 -0.905 -9.080 -1.02 -1.41 -0.58
C 10.137 0.488 -8.628 -0.24 0.88 0.27
O 8.986 0.910 -8.606 0.48 -0.53 -0.07
O 9.320 -1.683 -9.442 0.86 1.61 0.65
O 13.608 1.595 -7.880 -1.06 -1.67 -0.71
H 11.072 2.317 -7.873 -0.01 -0.05 -0.02
H 11.857 -2.399 -9.464 0.00 0.06 0.01
H 8.534 -1.108 -9.316 0.34 -0.25 -0.09
H 14.395 1.022 -8.011 -0.28 0.23 0.04
C 8.245 2.949 0.098 0.05 0.14 -0.01
C 7.310 2.153 0.621 -0.54 -0.29 -1.19
C 7.227 1.917 2.089 -0.21 -0.33 0.99
O 6.345 1.196 2.541 0.38 0.39 -0.67
C 8.228 2.567 2.949 -0.39 -0.27 -0.10
C 9.166 3.360 2.426 1.15 0.65 1.56
C 9.231 3.618 0.961 0.53 0.50 -0.85
O 10.093 4.366 0.512 -0.64 -0.59 0.59
O 10.111 3.972 3.228 -1.03 -0.52 -1.79
O 6.382 1.519 -0.184 0.53 0.36 1.54
H 8.316 3.131 -0.967 0.05 0.01 0.13
H 8.168 2.373 4.012 -0.01 0.01 -0.06
H 10.675 4.493 2.616 -0.20 -0.19 0.28
H 5.814 1.003 0.429 0.27 0.18 -0.17
C -12.312 1.369 3.932 -0.13 -0.23 -0.19
C -11.984 2.596 4.343 0.79 -0.38 1.42
C -12.347 3.801 3.548 -0.09 1.02 -0.28
O -12.048 4.916 3.961 -0.04 -0.90 -0.03
C -13.058 3.599 2.276 0.17 0.22 0.27
C -13.384 2.373 1.864 -0.90 0.28 -1.69
C -13.045 1.170 2.672 0.05 -1.06 0.27
O -13.373 0.057 2.276 0.15 0.97 0.03
O -14.050 2.176 0.668 0.90 -0.52 1.71
O -11.293 2.791 5.525 -0.75 0.53 -1.50
H -12.056 0.485 4.501 0.00 0.04 -0.01
H -13.301 4.483 1.699 0.00 -0.05 0.05
H -14.172 1.204 0.594 0.03 0.39 0.04
H -11.176 3.763 5.601 -0.07 -0.36 -0.03
```
Positions in Å, forces in eV/Å.

Computed properties:
- ΔE to the lowest compared entry with this formula, charge and spin (kJ/mol) = 978.1
- total energy (eV) = -131501.493
- charge = +1
- M (g/mol) = 1304.0
- frontier orbital gap (eV) = 6.67
- highest occupied orbital energy (eV) = -10.760